(1)
Entry from OMol25: a structure of composition C31H47NO4P2W (ωB97M-V with the def2-TZVPD basis set).

Computed properties:
**Multiplicity**: 3
**Orbital gap (alpha / beta)**: 3.57 / 3.57 eV
**Net charge**: +2
**E_HOMO (alpha / beta)**: -12.61 / -12.61 eV
**E_tot**: -2314.12061 a.u.
**<S²>**: 2.02

Geometry (Å):
W: 0.66 -1.31 -0.38
P: -1.25 0.04 -0.77
P: 1.70 1.10 -0.41
O: -2.40 3.89 9.26
O: -1.13 4.22 2.45
O: -1.85 1.76 9.22
O: -0.82 1.98 2.35
N: -2.04 2.86 8.64
C: 1.48 -0.37 2.86
C: -1.50 -1.24 2.29
C: -1.20 1.80 5.18
C: 0.95 -1.44 -5.75
C: -1.45 -1.18 -4.93
C: 1.36 0.33 -4.07
C: -0.30 -1.80 1.61
C: 1.38 -0.96 -4.38
C: -0.25 -2.99 0.81
C: 1.94 -2.29 1.17
C: -1.84 2.91 7.24
C: -1.78 4.15 5.15
C: 3.42 -2.27 1.18
C: -3.00 0.30 -0.52
C: 3.28 0.86 -1.30
C: -0.70 1.41 -1.88
C: 1.06 -1.39 1.86
C: 1.13 -3.29 0.52
C: -1.04 -1.48 -1.84
C: -0.65 1.16 -5.49
C: -1.41 -3.90 0.52
C: -0.52 -1.90 -5.85
C: 1.66 -4.50 -0.17
C: 0.78 1.41 -4.94
C: 2.14 2.22 0.93
C: -1.48 0.16 -4.74
C: -1.08 3.07 2.94
C: 0.51 2.17 -1.35
C: -1.43 1.75 6.55
C: -1.36 3.00 4.44
C: -2.02 4.12 6.52
H: 3.81 -1.25 1.29
H: -0.49 0.96 -2.85
H: 0.76 2.35 -4.36
H: 0.85 -5.04 -0.68
H: -1.21 -4.51 -0.37
H: 1.12 -0.67 -6.52
H: -1.45 -0.14 2.36
H: -1.19 2.12 -5.42
H: -2.34 -3.34 0.36
H: -1.91 -2.13 -1.72
H: -2.26 -1.80 -4.53
H: 1.95 0.73 -3.24
H: 2.88 1.75 1.58
H: -1.92 5.09 4.62
H: 1.35 -0.73 3.89
H: 1.23 2.47 1.51
H: 1.44 1.62 -5.80
H: -1.31 0.83 7.11
H: 1.84 -1.73 -3.74
H: -3.43 0.70 -1.45
H: 1.06 2.66 -2.16
H: -3.50 -0.64 -0.24
H: 1.58 -2.30 -6.04
H: 2.56 3.13 0.49
H: 3.82 -2.70 0.25
H: 0.18 2.94 -0.63
H: 3.20 0.07 -2.05
H: -2.43 -1.51 1.77
H: -0.59 0.93 -6.57
H: -1.57 -4.58 1.36
H: -0.85 -1.81 -6.90
H: -1.58 -1.62 3.32
H: 2.41 -4.22 -0.91
H: -0.12 -2.23 -1.77
H: 3.58 1.80 -1.76
H: -1.57 2.08 -2.01
H: -2.30 0.59 -4.16
H: 4.03 0.53 -0.57
H: -2.35 5.01 7.06
H: 2.53 -0.10 2.74
H: -3.11 1.03 0.30
H: 3.83 -2.87 2.01
H: -0.96 -1.14 -2.87
H: 0.86 0.54 2.77
H: -0.89 0.89 4.67
H: -0.57 -2.97 -5.62
H: 2.13 -5.18 0.55

Atomic partial charges in e from the Löwdin method, atoms 1 to 2: atom 1 (W): 1.3102, atom 2 (P): 0.9104

=====

(2)
Entry from OMol25: a structure of composition C31H48AuN2O6P2 (ωB97M-V with the def2-TZVPD basis set).

Computed properties:
**Multiplicity**: 3
**Orbital gap (alpha / beta)**: 5.60 / 3.00 eV
**Net charge**: +1
**E_HOMO (alpha / beta)**: -9.60 / -9.53 eV
**E_tot**: -2588.80668 a.u.
**<S²>**: 2.03

Geometry (Å):
Au: -1.13 0.96 -1.34
P: 0.54 -1.56 -2.02
P: -2.87 0.07 0.03
O: -1.51 -8.45 1.80
O: -1.56 -3.86 0.23
O: -0.47 -9.00 3.67
O: 2.09 -3.51 5.26
O: -0.33 -2.29 1.34
O: 2.07 -5.54 6.09
N: -0.81 -8.17 2.80
N: 1.72 -4.70 5.24
C: -3.22 -1.31 1.12
C: 0.84 -5.10 4.18
C: 0.86 1.91 2.03
C: 1.05 0.61 2.60
C: 2.13 -0.01 1.91
C: -0.78 -5.85 2.02
C: -0.97 1.25 -3.39
C: 2.69 -1.34 2.21
C: -2.14 2.09 -3.88
C: -0.37 -6.81 2.97
C: 1.99 3.29 0.17
C: -1.12 3.86 -1.21
C: 2.57 0.88 0.88
C: 1.79 2.06 0.97
C: -0.80 -3.45 1.14
C: 0.31 0.07 3.76
C: 1.75 -2.56 -1.05
C: 0.44 -6.44 4.07
C: -0.40 -2.96 -2.72
C: 0.42 -4.15 3.24
C: -4.21 0.07 -1.17
C: -2.31 3.28 -1.55
C: -2.94 1.50 1.13
C: -0.38 -4.51 2.15
C: 0.20 1.88 -2.82
C: 1.62 -1.10 -3.44
C: -0.20 4.39 -2.27
C: 3.71 0.67 -0.03
C: -0.04 2.98 2.52
C: -2.74 3.23 -2.99
C: 0.43 3.32 -3.20
H: 1.13 1.35 -2.52
H: 0.73 -7.21 4.77
H: -2.57 -1.25 2.00
H: 0.76 0.38 4.71
H: -1.41 -6.11 1.16
H: 2.09 -3.40 -1.67
H: -4.27 -1.26 1.42
H: -1.12 -2.60 -3.46
H: -0.72 0.44 3.76
H: -4.22 0.98 -1.75
H: 0.75 -3.13 3.40
H: 1.51 3.48 -3.21
H: -3.02 -2.27 0.61
H: 0.60 4.97 -1.78
H: -3.96 1.87 1.21
H: 2.90 3.83 0.48
H: -0.95 -3.47 -1.90
H: 0.28 -1.01 3.73
H: 3.62 -1.50 1.66
H: 1.09 -0.40 -4.10
H: 2.51 -0.58 -3.07
H: -0.72 5.13 -2.91
H: 1.14 3.97 0.31
H: -5.17 -0.05 -0.66
H: 0.31 -3.65 -3.19
H: -2.28 2.28 0.77
H: 1.25 -2.94 -0.15
H: -0.85 2.57 3.14
H: -0.87 4.11 -0.17
H: 3.87 -0.39 -0.24
H: -0.86 0.34 -3.98
H: -2.98 1.43 -4.18
H: -4.06 -0.77 -1.86
H: 1.96 -2.12 1.92
H: -3.84 3.12 -3.01
H: 3.54 1.19 -0.99
H: -3.14 3.24 -0.83
H: -0.48 3.53 1.67
H: 0.13 3.55 -4.24
H: 1.90 -1.99 -4.02
H: 2.60 -1.94 -0.73
H: -1.78 2.57 -4.79
H: -2.58 4.20 -3.51
H: 2.07 3.05 -0.90
H: -2.57 1.19 2.12
H: 2.89 -1.47 3.28
H: 0.52 3.72 3.13
H: 4.64 1.07 0.40

Atomic partial charges in e from the Löwdin method, atoms 1 to 2: atom 1 (Au): 0.8956, atom 2 (P): 0.9461

=====

Among the records above, which one has the highest <S²>?
C31H48AuN2O6P2